# C23H35N2OTc

C23H35N2OTc as an isolated structure at a distorted geometry (ωB97M-V/def2-TZVPD, the Open Molecules 2025 dataset).

```
62
Properties=species:S:1:pos:R:3:forces:R:3
C -2.297 -0.831 0.364 -0.751 -0.587 0.390
H 1.366 1.302 2.203 -0.181 0.242 -0.214
O 1.442 -1.094 0.573 1.098 -0.653 0.863
C -1.832 1.877 2.926 0.080 0.189 0.044
H -0.986 1.900 3.610 -0.022 0.100 0.006
H 2.243 -0.908 -3.799 -0.270 0.274 -0.109
C 2.385 -3.659 -0.036 -0.060 -0.384 -0.116
C 0.200 -0.399 -4.376 0.042 -0.153 -0.146
H -0.472 2.954 -2.044 0.223 0.169 0.344
H 2.839 1.578 0.278 -0.224 -0.525 -0.481
H -3.310 -0.721 -1.519 0.060 -0.310 0.112
H 3.090 1.823 -2.280 -0.118 0.136 -0.003
H 0.283 -1.659 3.521 -0.063 0.096 0.068
H 4.106 -1.072 2.349 -0.287 0.427 -0.106
H 3.029 0.279 2.043 0.049 -0.426 -0.007
H -0.543 3.107 -0.275 0.135 -0.062 -0.182
H -1.212 -1.342 4.412 0.101 0.093 -0.165
C -1.779 0.669 2.054 -0.607 -0.340 0.739
H -3.378 1.451 -0.911 -0.062 0.105 0.173
H 0.399 4.268 -1.220 0.069 -0.427 -0.002
H -4.304 1.581 0.589 0.248 -0.105 -0.012
C 1.784 1.816 0.129 -0.422 1.006 -0.959
H 0.308 -0.714 -5.422 -0.102 0.186 0.495
H -2.031 -3.600 1.608 0.213 0.213 -0.058
H 3.112 -3.944 -0.805 -0.191 0.087 0.116
C 0.118 3.202 -1.143 -0.453 -0.307 -0.381
H 2.076 -4.560 0.505 -0.016 0.143 -0.152
H -0.335 -3.198 1.973 -0.181 -0.039 -0.161
N 2.992 -2.718 0.887 0.320 0.165 0.347
C -0.510 -0.922 3.679 0.241 -0.011 0.132
H -0.893 -3.280 0.281 -0.087 0.044 0.299
N 3.247 -0.705 1.954 0.129 -0.068 0.180
H 2.634 3.537 -2.327 -0.057 -0.018 0.064
H -1.799 0.410 -4.615 0.237 -0.165 0.115
C -0.142 0.155 -1.653 -1.660 1.410 1.099
H -3.710 -2.167 -0.559 0.176 0.241 0.038
C 1.365 2.349 -1.070 0.798 1.479 1.742
C 1.273 -0.510 -3.495 -0.169 0.386 0.037
H 1.647 2.355 -3.183 0.189 -0.013 0.143
H 0.302 2.557 1.515 0.145 -0.328 0.041
C -1.174 -2.981 1.301 0.214 -0.144 -0.126
C -3.290 1.594 0.167 0.088 0.210 -0.188
Tc -0.331 0.088 0.549 4.268 0.781 -3.169
C 1.100 -0.068 -2.178 1.060 -2.119 0.032
C -1.524 -1.529 1.352 -1.159 0.142 0.354
C -0.997 0.166 -3.917 -0.018 0.451 0.185
H -2.144 -2.053 -1.388 -0.268 0.174 0.051
C -2.902 -1.476 -0.841 -0.024 -0.124 -0.249
H 1.514 -3.201 -0.514 0.287 -0.030 0.161
H -1.818 2.789 2.327 0.023 -0.010 0.100
C 2.243 2.515 -2.275 0.150 -0.140 -0.002
C -1.165 0.473 -2.558 0.333 -0.674 -0.877
C -1.207 -0.597 2.403 -1.215 -0.404 0.553
H 3.850 -2.979 1.365 -0.334 -0.055 -0.356
H 1.927 -0.045 -1.464 -0.069 -0.436 -0.684
H -2.868 2.586 0.355 -0.122 -0.106 -0.126
C -2.436 0.538 0.788 -0.684 -0.615 0.357
H -0.065 -0.025 4.116 -0.003 -0.149 0.011
H -2.751 1.895 3.525 0.120 -0.126 -0.137
C 0.875 1.649 1.279 0.123 0.978 0.574
C 2.525 -1.490 1.131 -1.367 0.511 -0.769
H -2.069 0.986 -2.245 0.027 -0.386 -0.031
```
Positions in Å, forces in eV/Å.

Properties
HOMO-LUMO gap (alpha / beta)	7.67 / 6.58	eV
net charge	+1
spin multiplicity	4
electronic energy	-31637.987	eV
ΔE to the lowest compared entry with this formula, charge and spin	0.0	kJ/mol
max |F|	0.104	hartree/bohr
expectation value of S²	3.781

Here are the natural (NBO) charges for atoms 1 to 6, given in e: atom 1 (C): -0.024, atom 2 (H): 0.196, atom 3 (O): -0.694, atom 4 (C): -0.637, atom 5 (H): 0.230, atom 6 (H): 0.218